Below is a molecular structure, C42H87FO4Si2, with properties calculated with ωB97M-V with the def2-TZVPD basis set.

The geometry in XYZ format:
```
136
Properties=species:S:1:pos:R:3:forces:R:3:mulliken_charge:R:1
C 4.813 -4.998 -0.778 -0.235 -0.023 0.305 -1.10
C 3.993 -6.226 -1.140 0.098 0.185 -0.394 -0.35
C 2.573 -5.867 -1.624 0.132 -0.341 0.362 -0.78
Si 1.233 -5.962 -0.337 -0.216 0.104 -0.352 -0.05
C -0.385 -6.491 -1.179 0.058 0.456 0.061 -0.56
C -1.510 -5.739 -0.568 -0.179 -0.087 0.254 0.47
O -2.070 -5.956 0.454 0.063 0.110 -0.298 -0.51
F -1.850 -4.659 -1.324 0.014 -0.078 0.149 -0.25
O 0.879 -4.484 0.341 0.403 -0.369 0.161 0.37
Si 1.544 -4.020 1.765 0.048 0.316 0.723 0.35
O 1.365 -2.367 1.857 -0.090 -0.302 -0.077 0.06
C 2.068 -1.592 0.989 0.006 0.247 -0.128 -0.54
O 3.261 -1.592 0.937 0.252 -0.167 0.072 -0.52
C 1.209 -0.751 0.116 -0.252 -0.272 -0.413 0.73
C 0.862 0.521 0.511 0.096 0.236 0.468 -0.55
C 0.095 1.329 -0.303 -0.190 0.209 -0.208 -0.62
C -0.328 0.865 -1.534 0.092 -0.114 0.023 -0.09
C 0.010 -0.423 -1.923 -0.306 0.166 -0.472 -0.93
C 0.763 -1.240 -1.114 0.276 -0.006 0.488 0.00
H 5.817 -5.263 -0.462 0.160 -0.042 -0.051 0.36
H 4.360 -4.446 0.045 -0.053 0.104 0.052 0.10
H 4.870 -4.324 -1.629 0.110 0.106 -0.105 0.41
H 3.965 -6.931 -0.311 -0.026 -0.078 0.132 0.20
H 4.502 -6.732 -1.959 0.082 -0.162 -0.018 0.35
H 2.589 -4.885 -2.094 -0.135 0.118 -0.115 0.42
H 2.267 -6.583 -2.389 -0.047 -0.029 -0.164 0.50
H 1.601 -6.914 0.736 -0.006 0.009 0.045 -0.17
H -0.568 -7.554 -1.072 0.068 -0.167 0.011 0.41
H -0.284 -6.209 -2.223 -0.084 -0.148 -0.183 0.37
H 2.972 -4.361 1.836 0.033 -0.089 -0.197 -0.23
H 0.880 -4.588 2.945 -0.234 0.067 -0.108 -0.22
H 1.186 0.892 1.471 0.085 0.035 0.115 0.55
H -0.164 2.324 0.026 -0.031 0.113 0.044 0.51
H -0.906 1.488 -2.200 -0.098 0.105 -0.015 0.41
H -0.326 -0.785 -2.882 -0.030 -0.081 -0.105 0.44
H 1.001 -2.243 -1.432 0.076 -0.121 0.034 0.49
C -5.588 -1.541 4.132 0.033 0.032 0.063 -1.19
C -4.335 -0.722 4.428 -0.051 -0.003 -0.052 -0.49
C -3.209 -0.946 3.420 0.036 0.015 0.024 -0.67
C -2.680 -2.379 3.355 -0.017 -0.026 -0.062 -0.15
C -2.156 -2.936 4.676 0.082 0.029 -0.017 -0.53
C -0.965 -2.161 5.233 -0.039 -0.083 0.032 -0.98
H -5.389 -2.613 4.173 0.001 -0.008 -0.011 0.28
H -6.375 -1.328 4.857 -0.014 0.001 -0.007 0.38
H -5.978 -1.310 3.139 0.006 -0.024 -0.021 0.29
H -3.983 -0.946 5.439 0.018 0.007 0.005 0.24
H -4.596 0.340 4.426 0.001 0.007 0.025 0.38
H -2.386 -0.262 3.650 0.010 -0.006 -0.002 0.29
H -3.563 -0.662 2.424 -0.009 0.005 -0.005 0.42
H -1.876 -2.416 2.612 0.008 -0.009 -0.002 -0.10
H -3.464 -3.042 2.978 0.000 0.006 -0.018 0.37
H -1.858 -3.975 4.515 -0.014 -0.015 0.017 0.37
H -2.957 -2.963 5.420 -0.017 -0.003 -0.008 0.34
H -0.140 -2.153 4.517 0.003 0.037 -0.014 0.07
H -0.604 -2.618 6.156 0.032 0.017 0.001 0.37
H -1.223 -1.125 5.460 -0.007 0.010 -0.012 0.31
C 8.222 -4.502 4.089 -0.055 0.030 0.038 -1.15
C 7.204 -4.841 5.173 0.070 -0.014 -0.016 -0.35
C 6.843 -6.324 5.230 -0.017 -0.002 0.015 -0.76
C 6.197 -6.875 3.958 0.023 -0.003 -0.010 -0.93
C 4.923 -6.152 3.526 -0.064 -0.063 -0.003 0.29
C 3.791 -6.238 4.547 0.054 0.058 -0.105 -1.07
H 7.842 -4.731 3.092 0.003 -0.006 -0.007 0.24
H 8.472 -3.440 4.106 0.014 0.004 -0.003 0.38
H 9.146 -5.065 4.235 0.002 -0.022 -0.021 0.30
H 6.301 -4.241 5.026 -0.015 -0.005 0.015 0.23
H 7.607 -4.546 6.145 -0.013 0.020 0.006 0.37
H 6.179 -6.496 6.082 -0.010 -0.007 -0.007 0.30
H 7.750 -6.902 5.437 0.013 0.009 0.003 0.41
H 5.970 -7.935 4.113 -0.014 -0.002 -0.001 0.40
H 6.919 -6.841 3.138 0.008 0.003 0.005 0.33
H 4.580 -6.590 2.584 0.006 0.033 -0.018 0.03
H 5.142 -5.103 3.310 0.008 0.001 -0.015 0.20
H 3.527 -7.279 4.747 0.005 -0.003 0.035 0.33
H 2.900 -5.732 4.173 -0.049 -0.014 0.036 0.11
H 4.060 -5.768 5.494 0.008 -0.007 0.011 0.32
C 3.166 8.179 -0.554 -0.028 -0.007 -0.071 -1.26
C 1.846 7.773 -1.204 0.035 0.028 0.057 -0.54
C 1.059 6.743 -0.395 -0.047 -0.007 -0.010 -0.15
C 1.770 5.405 -0.190 0.029 0.007 0.020 -0.66
C 2.176 4.682 -1.473 -0.078 -0.054 0.036 -0.75
C 0.992 4.308 -2.359 0.198 -0.014 -0.112 -0.67
H 3.844 7.331 -0.453 0.003 -0.005 0.010 0.29
H 3.677 8.937 -1.149 0.007 0.011 0.009 0.40
H 2.996 8.594 0.441 0.008 -0.019 0.022 0.29
H 2.037 7.392 -2.211 -0.016 -0.009 -0.008 0.24
H 1.223 8.662 -1.329 -0.002 0.002 -0.028 0.42
H 0.093 6.575 -0.879 0.000 -0.022 -0.001 -0.16
H 0.830 7.166 0.588 0.000 0.018 0.001 0.47
H 1.110 4.751 0.390 0.000 -0.014 -0.004 0.28
H 2.659 5.555 0.428 -0.004 0.005 0.008 0.38
H 2.713 3.771 -1.199 0.017 -0.005 -0.019 0.40
H 2.883 5.291 -2.043 0.009 0.021 0.017 0.36
H 0.303 3.654 -1.824 -0.093 0.088 -0.002 -0.07
H 1.333 3.765 -3.243 -0.030 -0.001 -0.010 0.40
H 0.449 5.189 -2.706 -0.052 -0.005 0.029 0.32
C -4.583 3.515 -6.652 0.000 -0.073 0.001 -1.22
C -4.037 2.406 -5.757 -0.043 0.058 0.001 -0.82
C -2.865 2.853 -4.886 0.025 -0.087 0.023 0.86
C -1.629 3.318 -5.653 0.008 0.051 -0.009 -0.41
C -1.045 2.285 -6.613 0.072 -0.030 0.029 -0.69
C -0.569 1.015 -5.914 0.001 0.023 -0.048 -1.05
H -3.832 3.871 -7.359 0.005 0.011 0.001 0.30
H -5.438 3.164 -7.231 -0.012 0.013 -0.001 0.41
H -4.913 4.368 -6.054 0.020 0.019 -0.004 0.24
H -3.745 1.549 -6.371 0.008 -0.009 0.009 0.31
H -4.838 2.050 -5.103 0.002 -0.020 -0.010 0.43
H -2.593 2.034 -4.212 0.004 0.010 -0.002 -0.03
H -3.198 3.671 -4.244 -0.051 0.078 0.082 -0.34
H -0.858 3.601 -4.927 0.004 -0.002 -0.006 -0.01
H -1.865 4.229 -6.209 -0.010 0.002 0.006 0.46
H -0.201 2.741 -7.136 0.002 -0.016 -0.028 0.39
H -1.777 2.028 -7.384 -0.017 0.018 0.001 0.30
H 0.185 1.254 -5.159 -0.013 -0.025 0.029 0.18
H -0.122 0.320 -6.626 0.016 -0.012 0.012 0.47
H -1.390 0.494 -5.418 -0.001 0.002 0.007 0.24
C -7.333 4.918 -0.120 0.052 0.017 0.052 -1.20
C -6.143 5.854 0.071 -0.068 0.001 -0.030 -0.43
C -5.434 6.213 -1.233 0.019 0.014 0.007 -1.03
C -4.828 5.025 -1.981 -0.029 -0.034 -0.021 -0.68
C -3.819 4.208 -1.176 0.044 0.062 -0.036 -0.28
C -2.592 5.008 -0.748 -0.032 -0.112 0.046 -1.00
H -7.030 3.959 -0.543 -0.003 -0.004 -0.010 0.28
H -7.827 4.714 0.830 -0.016 -0.001 0.000 0.39
H -8.072 5.362 -0.791 0.001 -0.014 -0.027 0.30
H -5.434 5.404 0.772 0.017 0.011 0.002 0.22
H -6.489 6.777 0.542 0.009 -0.001 0.023 0.41
H -4.654 6.949 -1.022 0.009 -0.005 -0.006 0.35
H -6.146 6.714 -1.897 -0.012 0.002 0.005 0.47
H -4.339 5.401 -2.887 0.019 -0.007 -0.004 0.30
H -5.627 4.362 -2.326 0.003 0.013 0.002 0.46
H -3.494 3.361 -1.784 0.005 -0.056 -0.023 0.11
H -4.302 3.778 -0.295 -0.018 -0.001 0.001 0.46
H -2.069 5.418 -1.615 -0.017 0.022 -0.001 0.22
H -1.891 4.372 -0.205 0.044 0.035 0.000 0.28
H -2.859 5.836 -0.089 0.017 0.024 -0.006 0.40
```
Positions in Å, forces in eV/Å.

Output
- Orbital gap: 10.1 eV
- Max |F|: 0.79 eV Å⁻¹